No. 1
Molecular formula: C4H12
Method: DFT, ωB97M-V/def2-TZVPD

Properties
calculated total energy	-4339.82505	eV
frontier orbital gap (alpha / beta)	2.8 / 11.7	eV
highest occupied orbital energy (alpha / beta)	1.5 / -7.2	eV
LUMO (alpha / beta)	4.29 / 4.45	eV
multiplicity	2
charge	-1

Cartesian coordinates (Å):
C 1.84520 2.20062 0.79099
C 0.41060 2.55037 0.56070
H 2.38911 3.16282 0.70530
H 2.17523 1.77455 1.81458
H 2.17611 1.55292 0.00884
H -0.00432 1.77808 0.06270
H 0.18280 3.40781 -0.10551
H -0.20756 2.69108 1.54405
C -1.35334 -1.82573 -0.18268
C -0.96613 -2.90952 -1.15122
H -1.33644 -2.30359 0.83253
H -0.49267 -1.11166 -0.23823
H -2.23083 -1.28893 -0.42196
H -1.22116 -3.88999 -0.73190
H -1.19284 -2.72802 -2.31988
H 0.14458 -3.13953 -1.25722

No. 2
Molecular formula: C15H40AsF6O15S5
Method: DFT, ωB97M-V/def2-TZVPD

Properties
calculated total energy	-178228.32566	eV
frontier orbital gap (alpha / beta)	8.9 / 1.8	eV
highest occupied orbital energy (alpha / beta)	-10.3 / -10.3	eV
LUMO (alpha / beta)	-1.38 / -8.54	eV
multiplicity	2

Cartesian coordinates (Å):
As 0.33108 1.67425 1.46478
F -0.90368 1.71934 2.82160
F 1.03639 0.17649 2.11267
F 1.44059 1.72773 0.02205
F -0.36801 3.14768 0.69138
F 1.41493 2.77153 2.43851
F -0.78975 0.66681 0.52285
O 6.44711 0.42309 -3.19931
S 5.02820 0.10545 -2.97698
O 4.19018 -0.06393 -4.12771
O 4.92901 -1.29650 -2.01435
C 5.71369 -2.46773 -2.30639
C 5.25251 -3.10611 -3.60025
C 4.25415 1.31264 -1.80092
H 5.45358 -3.27678 -1.62385
H 6.76824 -2.19197 -2.30467
H 4.25328 -3.50062 -3.41585
H 5.87284 -3.92477 -3.96511
H 5.16745 -2.49653 -4.49984
H 4.82530 1.13152 -0.89038
H 3.19375 1.07071 -1.72938
H 4.57082 2.25745 -2.24272
O -4.81081 6.08802 3.90265
S -4.18324 4.87383 3.32069
O -4.20858 3.63988 4.06124
O -4.74723 4.73066 1.74970
C -4.70694 3.43172 1.22862
C -4.93556 3.52885 -0.26796
C -2.46788 5.38142 2.76621
H -5.45029 2.74349 1.63098
H -3.66641 3.16577 1.41479
H -6.00021 3.52210 -0.50158
H -4.43398 2.71935 -0.79828
H -4.40325 4.42432 -0.58868
H -2.54879 5.78878 1.75843
H -1.77595 4.54199 2.69782
H -2.19760 6.15145 3.48877
O -1.72006 -1.61055 -5.81692
S -1.30764 -0.25070 -6.12734
O -2.16170 0.73015 -6.82815
O -0.90607 0.43561 -4.61224
C -0.20509 -0.42860 -3.66266
C 0.26691 0.54972 -2.60675
C 0.40478 -0.25846 -6.81946
H 0.66946 -0.89176 -4.11955
H -0.85678 -1.24430 -3.34956
H 0.84179 0.05044 -1.82679
H -0.54317 1.04579 -2.07216
H 0.89288 1.36071 -2.97897
H 0.93645 -0.99591 -6.21813
H 0.89700 0.67925 -6.56155
H 0.28711 -0.63951 -7.83388
O -4.11799 -0.78754 6.51901
S -2.73280 -0.42051 6.20181
O -1.49049 -0.91584 6.84262
O -2.58924 -0.68649 4.58803
C -3.71459 -0.30473 3.67993
C -3.27842 -0.86290 2.28682
C -2.63511 1.44227 6.12460
H -3.95541 0.75155 3.79993
H -4.63917 -0.85095 3.86669
H -2.68183 -1.77415 2.32937
H -2.55531 -0.24605 1.75324
H -3.99901 -1.09742 1.50333
H -1.84059 1.80291 5.47131
H -2.55081 1.75661 7.16488
H -3.58318 1.78636 5.71123
O 0.23056 -5.14950 0.16128
S 1.69511 -5.00192 0.25731
O 2.61647 -4.94877 -0.86916
O 2.13036 -3.78570 1.26263
C 1.75677 -2.49334 0.93675
C 2.48602 -1.82682 -0.23322
C 2.38376 -6.39406 1.23964
H 2.17474 -2.02852 1.82969
H 0.68609 -2.29046 0.91270
H 2.33480 -0.76656 -0.03050
H 2.05502 -1.95534 -1.22611
H 3.49432 -2.22732 -0.12829
H 3.34770 -6.09589 1.65197
H 2.29938 -7.24659 0.56573
H 1.63244 -6.50572 2.02140